[1]
Entry from the Open Molecules 2025 dataset: C23H52O4P4Yb as an isolated structure in a non-equilibrium geometry (wB97M-V/def2-TZVPD).

The total energy comes out at -101544.8472 eV. Its strongest force on any atom is 6.07 eV/A. Its relative energy (zero: lowest compared OMol25 entry of this formula, charge and spin) is 0.00 kJ/mol. Its HOMO-LUMO gap (spin up / spin down) is 3.22 / 2.42 eV. The value obtained for the HOMO energy (spin up / spin down) is -13.96 / -13.96 eV. As for the total charge: +3. Its LUMO energy (spin up / spin down) is -10.737 / -11.538 eV. Its spin multiplicity is 2.

The geometry in XYZ format:
```
84
C23H52O4P4Yb wB97M-V/def2-TZVPD
Yb 0.33012 -0.44963 0.43798
P 2.61807 0.95624 1.68008
P -0.18600 1.95908 -1.06023
P 2.37177 -0.66532 -1.58070
H -1.09504 -2.81831 0.31862
C -0.01662 -2.95618 0.13437
C 0.91820 -2.86581 1.10879
H 0.67254 -2.64252 2.15825
C 2.39635 1.38511 3.45087
C 3.42158 2.52797 1.17872
C 4.12078 -0.07340 1.88295
C -1.54753 1.50453 -2.20132
C -1.05339 3.28893 -0.14815
C 0.80120 2.99748 -2.19679
C 3.26666 -2.26604 -1.53793
C 3.75272 0.43031 -2.08178
C 1.50148 -0.86315 -3.18257
H 0.22431 -3.30383 -0.87966
H 1.97219 -3.12096 0.94218
H 1.99541 0.52338 3.99824
H 1.68319 2.21218 3.55620
H 3.37573 1.67909 3.85663
H 2.68393 3.34064 1.20416
H 3.82537 2.44732 0.16228
H 4.23269 2.74802 1.88808
H 3.85051 -1.02555 2.35448
H 4.82236 0.46900 2.53012
H 4.59139 -0.28417 0.91603
H -1.90758 2.41976 -2.69039
H -2.36580 1.04481 -1.62912
H -1.20344 0.78910 -2.95973
H -1.35060 4.05806 -0.87320
H -0.38712 3.72575 0.60658
H -1.93788 2.88734 0.36568
H 0.15006 3.79731 -2.57257
H 1.18593 2.40259 -3.03555
H 1.64752 3.43614 -1.65091
H 3.76873 -2.41553 -2.50389
H 2.56529 -3.08860 -1.35097
H 4.01286 -2.25801 -0.73207
H 4.19617 0.03597 -3.00749
H 4.52111 0.46594 -1.29696
H 3.38189 1.44873 -2.25815
H 2.20262 -1.27301 -3.92255
H 1.10753 0.09382 -3.54883
H 0.65979 -1.56065 -3.07182
C -1.74727 -0.99072 -6.51714
C -2.86342 -1.44822 -7.25574
C -3.09493 -2.82246 -7.32552
C -2.21843 -3.72793 -6.70794
C -1.07767 -3.25647 -6.04635
C -0.81938 -1.88899 -5.98057
O -1.56113 0.32639 -6.20592
H -2.26335 0.85489 -6.63579
H -3.53097 -0.72755 -7.72952
H -3.96779 -3.19261 -7.86474
H -2.42541 -4.79574 -6.75038
H -0.38060 -3.95235 -5.57558
H 0.07248 -1.48708 -5.49377
C -3.18736 -2.53474 3.01394
C -3.58310 -1.11855 2.66141
O -2.71039 -0.10234 3.24977
P -1.18825 0.28344 2.73210
O -0.24945 -0.62002 3.78646
C -0.48515 -0.95639 5.19860
C -0.27409 0.20699 6.12123
O -1.08159 1.77913 3.43705
C -2.12815 2.79480 3.41491
C -2.64245 3.02286 4.80670
H -2.18864 -2.79090 2.63890
H -3.90866 -3.21305 2.54289
H -3.22890 -2.71371 4.09383
H -3.60969 -0.98150 1.56930
H -4.58320 -0.90078 3.06749
H -1.48824 -1.38693 5.27685
H 0.24768 -1.75270 5.38492
H -0.93349 1.04362 5.86212
H -0.50030 -0.10147 7.14649
H 0.76991 0.53420 6.10776
H -1.65929 3.69624 3.00878
H -2.93951 2.50736 2.73570
H -1.86074 3.44245 5.44543
H -3.47140 3.73303 4.78085
H -3.01478 2.09390 5.24747
```

These are the Löwdin partial charges, in e, on atoms 1 to 2: Yb 1.29; P 0.71

[2]
Entry from the Open Molecules 2025 dataset: C45H43Cl5MoN4OTe as an isolated structure (wB97M-V/def2-TZVPD).

The total energy comes out at -127126.6684 eV. Its strongest force on any atom is 0.31 eV/A. Its relative energy (zero: lowest compared OMol25 entry of this formula, charge and spin) is 0.00 kJ/mol. Its HOMO-LUMO gap (spin up / spin down) is 7.38 / 5.99 eV. The value obtained for the HOMO energy (spin up / spin down) is -9.81 / -10.18 eV. As for the total charge: +1. Its LUMO energy (spin up / spin down) is -2.427 / -4.191 eV. Its spin multiplicity is 4.

The geometry in XYZ format:
```
100
C45H43Cl5MoN4OTe wB97M-V/def2-TZVPD
Mo 0.73205 1.28375 1.58672
C 2.31734 -1.34588 2.00226
N 2.35536 -0.19767 1.05991
C 2.25591 -0.73009 -0.32456
C 3.61163 0.55374 1.20856
C 4.83911 -0.08454 1.23320
C 6.00059 0.64639 1.42580
C 5.91852 2.01841 1.61008
C 4.69353 2.66313 1.57684
C 3.52601 1.93921 1.34578
N 2.23375 2.49334 1.34157
C 1.91760 3.80840 0.96901
C 2.75080 4.67231 0.26082
C 2.30443 5.93506 -0.09761
C 1.02717 6.35750 0.23495
C 0.18132 5.49405 0.91585
C 0.61606 4.22928 1.26407
N -0.25316 3.27337 1.96919
C -0.29973 3.65659 3.40486
C -1.63360 3.27902 1.42392
H 3.00988 -2.12948 1.68677
H 2.57948 -1.01002 3.00106
H 1.31138 -1.76403 2.00058
H 3.10026 -1.39529 -0.52088
H 1.32336 -1.28309 -0.43215
H 2.27283 0.09545 -1.03243
H 4.89784 -1.15882 1.11347
H 6.95782 0.14465 1.44911
H 6.81579 2.59395 1.79467
H 4.63981 3.72525 1.76804
H 3.73261 4.34508 -0.04809
H 2.96332 6.58991 -0.65254
H 0.68364 7.34424 -0.04205
H -0.82288 5.81327 1.16052
H -0.72455 4.65831 3.50289
H -0.91520 2.94381 3.95119
H 0.70977 3.65126 3.81196
H -2.14346 4.21393 1.66146
H -1.59615 3.13622 0.34779
H -2.18972 2.46170 1.88025
Cl 3.10103 1.96094 4.60078
C 1.67651 1.00824 4.86147
C 0.82588 0.75840 3.78982
C -0.28796 0.01033 4.10541
Cl -1.35846 -0.24058 2.72634
C -0.60458 -0.51291 5.34586
Cl -2.02476 -1.44930 5.57942
C 0.27792 -0.24567 6.38988
Cl -0.04800 -0.85535 7.95802
C 1.42052 0.52400 6.14694
Cl 2.49659 0.86288 7.43960
C -5.70223 -4.52333 -5.00457
C -4.97444 -3.90345 -3.84574
C -4.86623 -2.52522 -3.71904
C -4.19929 -1.93284 -2.65325
C -4.16010 -0.43275 -2.54605
C -3.61536 -2.77337 -1.70064
Te -2.51350 -1.90756 -0.13791
N -0.07499 1.04449 -0.05991
C -0.45980 0.68480 -1.25353
O -1.05768 -0.40294 -1.55017
C -0.15077 1.59822 -2.40575
C -0.53629 1.23072 -3.69250
C -0.25773 2.05930 -4.76844
C 0.40751 3.26116 -4.56841
C 0.79623 3.63157 -3.28784
C 0.51802 2.80374 -2.21220
C -0.81931 -3.14340 -0.14650
C -0.40863 -3.54343 1.12245
C 0.70061 -4.36066 1.27624
C 1.39421 -4.77175 0.14892
C 0.97255 -4.37071 -1.11101
C -0.14189 -3.55433 -1.30029
C -0.55311 -3.19530 -2.70229
C -3.74029 -4.16933 -1.76588
C -3.18520 -5.11901 -0.73604
C -4.41917 -4.70326 -2.85345
H -5.95220 -3.78064 -5.75983
H -6.62982 -4.98898 -4.66729
H -5.09867 -5.30141 -5.47261
H -5.31640 -1.88660 -4.47027
H -4.54547 0.02361 -3.45583
H -3.14664 -0.06416 -2.38243
H -4.79006 -0.09087 -1.71987
H -1.04906 0.29032 -3.84146
H -0.55990 1.76734 -5.76569
H 0.62316 3.90704 -5.40953
H 1.31582 4.56702 -3.12355
H 0.81869 3.09277 -1.21522
H -0.96293 -3.22717 1.99971
H 1.01007 -4.67383 2.26492
H 2.25980 -5.41414 0.24566
H 1.51985 -4.70339 -1.98485
H 0.27027 -3.38911 -3.38793
H -0.83369 -2.14665 -2.78130
H -1.40450 -3.79939 -3.02454
H -3.25600 -4.72123 0.27767
H -2.13469 -5.34966 -0.92730
H -3.74170 -6.05406 -0.76145
H -4.52425 -5.78079 -2.91956
```

These are the Löwdin partial charges, in e, on atoms 1 to 2: Mo 1.57; C -0.06

[3]
Entry from the Open Molecules 2025 dataset: an isolated ion of composition C5H9N2O4 and charge -1 in a non-equilibrium geometry (wB97M-V/def2-TZVPD).

The total energy comes out at -16498.7873 eV. Its strongest force on any atom is 4.21 eV/A. Its relative energy (zero: lowest compared OMol25 entry of this formula, charge and spin) is 296.13 kJ/mol. The SMILES is CC(C)[C@H](C(=O)[O-])/[N+]([O-])=N/O. Its HOMO-LUMO gap is 8.22 eV. The value obtained for the HOMO energy is -4.65 eV. As for the total charge: -1. Its LUMO energy is 3.567 eV.

The geometry in XYZ format:
```
20
C5H9N2O4 wB97M-V/def2-TZVPD
C 0.92897 -1.45304 1.32460
C -1.29605 0.60413 -1.54206
C -1.42062 -1.41546 -0.06577
C 0.59134 -0.26462 0.06432
C -0.85696 -0.09464 -0.22439
N 2.34113 1.32378 -0.06451
N 1.21427 1.06460 0.43426
O 0.80597 -1.13615 2.50561
O 1.48797 -2.41211 0.85377
O 0.64559 1.88316 1.24525
O 2.74199 2.55971 0.44283
H -0.70630 0.15607 -2.40832
H -1.35963 1.66330 -1.54617
H -2.19016 0.24111 -1.88025
H -0.90461 -2.12323 -0.72002
H -2.54999 -1.52464 -0.26520
H -1.24652 -1.80419 0.96844
H 1.13182 -0.66223 -0.73714
H -1.28247 0.48878 0.64849
H 1.92426 2.90567 0.96626
```

These are the Löwdin partial charges, in e, on atoms 1 to 2: C -0.71; C -0.05

[4]
Entry from the Open Molecules 2025 dataset: C51H65CrN6O2P as an isolated structure (wB97M-V/def2-TZVPD).

The total energy comes out at -104690.4906 eV. Its strongest force on any atom is 0.49 eV/A. Its relative energy (zero: lowest compared OMol25 entry of this formula, charge and spin) is 1.10 kJ/mol. Its HOMO-LUMO gap (spin up / spin down) is 6.42 / 6.30 eV. The value obtained for the HOMO energy (spin up / spin down) is -3.98 / -3.86 eV. As for the total charge: -1. Its LUMO energy (spin up / spin down) is 2.441 / 2.441 eV. Its spin multiplicity is 2.

The geometry in XYZ format:
```
126
C51H65CrN6O2P wB97M-V/def2-TZVPD
Cr -0.07875 0.13055 0.70749
C 0.83656 -4.81572 3.17994
C -0.25490 -4.20096 2.56729
C -0.10202 -3.01827 1.87735
C 1.15202 -2.39743 1.77843
C 2.24885 -3.01864 2.38701
C 2.07933 -4.21098 3.07878
N 1.22702 -1.23103 1.04738
N 2.52118 -0.64735 1.04535
C 2.15770 1.36460 -0.22254
C 3.17744 2.04941 -0.86664
C 2.96674 2.48251 -2.16885
C 1.75779 2.20352 -2.79006
C 0.76068 1.50253 -2.11856
C 0.92902 1.05864 -0.80609
H 0.71655 -5.74676 3.71838
H -1.24045 -4.64963 2.63415
H -0.93762 -2.51525 1.41836
H 3.22691 -2.56423 2.31222
H 2.94266 -4.67402 3.54375
H 4.12537 2.23929 -0.37926
H 3.74352 3.02619 -2.69225
H 1.58941 2.53802 -3.80832
H -0.17301 1.33238 -2.63628
C 2.72006 -2.61634 -3.49732
C 3.42162 -2.02077 -2.30931
C 4.78877 -1.77388 -2.32730
C 5.42036 -1.18596 -1.23847
C 6.89916 -0.90768 -1.26261
C 4.66568 -0.83486 -0.12865
C 3.29467 -1.05657 -0.10258
C 2.68567 -1.67555 -1.18580
N 2.25291 0.77387 1.09536
C 2.84846 1.46798 2.25420
C 2.24488 0.84787 3.51591
C 2.45221 2.94064 2.15378
C 4.37266 1.35320 2.36299
H 3.42976 -2.94099 -4.25928
H 2.04913 -1.88358 -3.94975
H 2.11366 -3.47454 -3.20453
H 5.37072 -2.04585 -3.20071
H 7.38620 -1.43292 -2.08437
H 7.37621 -1.21977 -0.33214
H 7.09439 0.15984 -1.38858
H 5.15155 -0.38577 0.72365
H 1.62000 -1.85290 -1.14876
H 1.16041 0.86989 3.48384
H 2.58498 1.40133 4.39347
H 2.54748 -0.19423 3.62030
H 1.38396 3.04275 1.96885
H 2.97345 3.44899 1.34467
H 2.71019 3.44092 3.08946
H 4.66392 0.32248 2.56097
H 4.71132 1.96008 3.20567
H 4.88652 1.70369 1.47044
O -0.92052 -0.32987 2.79176
C -1.30556 0.83711 2.88443
N -2.05488 1.38354 3.88507
C -2.17348 2.81285 3.67468
C -1.41792 2.95573 2.29677
O -1.27731 4.02482 1.74345
N -0.97770 1.73641 1.91842
C -3.60856 3.27226 3.49310
C -3.86048 4.60591 3.17731
C -5.15811 5.04374 2.98285
C -6.22403 4.16052 3.11138
C -5.97805 2.83722 3.43288
C -4.67403 2.39484 3.61720
C -1.47192 3.57557 4.79016
C -0.10649 3.82925 4.72864
C 0.54154 4.44404 5.78817
C -0.16595 4.81017 6.92414
C -1.52705 4.55581 6.99531
C -2.17498 3.94409 5.93226
H -2.13298 0.93402 4.78087
H -3.02912 5.28746 3.06304
H -5.33994 6.07933 2.72690
H -7.23812 4.50477 2.95704
H -6.79815 2.13829 3.53140
H -4.48236 1.35628 3.84921
H 0.45263 3.54438 3.85221
H 1.60464 4.63740 5.72373
H 0.34096 5.29317 7.74956
H -2.08804 4.83674 7.87687
H -3.24089 3.76226 5.98484
C -1.85821 -2.85721 -2.08484
C -2.81440 -1.68958 -2.38161
C -2.10396 -0.83483 -3.43842
C -4.10419 -2.22969 -3.00770
P -2.98910 -0.66193 -0.79425
N -1.61265 -0.46656 -0.12622
C -3.75385 1.01023 -1.22245
C -2.65309 1.91328 -1.79521
C -4.94835 0.99988 -2.18287
C -4.18924 1.67524 0.08992
C -4.24153 -1.56354 0.31527
C -4.10079 -1.00514 1.73682
C -5.71100 -1.46383 -0.10663
C -3.88721 -3.05642 0.40685
H -1.47886 -3.24372 -3.03406
H -2.33976 -3.68123 -1.56584
H -1.01328 -2.51617 -1.48642
H -1.83316 -1.47997 -4.27800
H -1.18806 -0.40776 -3.03629
H -2.72714 -0.03332 -3.83008
H -3.84956 -2.72922 -3.94772
H -4.81849 -1.44122 -3.24501
H -4.60541 -2.96532 -2.38202
H -2.38360 1.65545 -2.81628
H -1.75540 1.88085 -1.17860
H -3.02308 2.94098 -1.79944
H -4.67826 0.66611 -3.18321
H -5.32062 2.02450 -2.27752
H -5.77614 0.38558 -1.82943
H -3.38410 1.64879 0.82243
H -5.07984 1.22638 0.52542
H -4.41842 2.72411 -0.11041
H -4.46660 0.01583 1.82764
H -3.06572 -1.03015 2.06582
H -4.69470 -1.63022 2.40911
H -6.09811 -0.44976 -0.02217
H -6.30676 -2.09184 0.56318
H -5.89113 -1.81394 -1.12239
H -2.83779 -3.21249 0.62620
H -4.13897 -3.61251 -0.49384
H -4.46522 -3.49063 1.22618
```

These are the Löwdin partial charges, in e, on atoms 1 to 2: Cr 0.71; C -0.14